# 1
49
Properties=species:S:1:pos:R:3:lowdin_charge:R:1 method="wB97M-V/def2-TZVPD" lumo_energy_ev=0.481 smiles="CCC(=O)c1ccc(OC[C@H](O)CN[C@@H](C)c2ccccc2)cc1" charge=0 gap_ha=0.338 relative_energy_kcal_mol=59.2
C -4.7743 -1.5828 0.4875 -0.08
C -5.3175 -0.1573 0.5925 -0.17
C -4.6511 0.7440 -0.4283 -0.38
O -5.2662 1.1700 -1.3829 0.09
C -3.2135 1.0462 -0.2436 -0.16
C -2.5195 0.8485 0.9471 -0.03
C -1.1733 1.1431 1.0459 -0.01
C -0.4846 1.6473 -0.0540 -0.27
C -1.1769 1.8656 -1.2488 0.01
C -2.5151 1.5713 -1.3363 0.00
H -3.0561 1.7335 -2.2565 0.12
H -0.6354 2.2650 -2.0922 0.12
O 0.8317 1.9635 -0.0667 -0.04
C 1.6164 1.6710 1.0738 -0.13
C 3.0591 2.0969 0.7701 -0.34
O 3.1438 3.4994 0.6984 -0.02
H 2.5439 3.7934 0.0017 0.10
C 3.6245 1.4632 -0.5196 -0.16
N 3.9318 0.0523 -0.4736 -0.02
H 4.1591 -0.2557 0.4629 0.11
C 3.0671 -0.8858 -1.1645 -0.36
C 1.8057 -1.3063 -0.4355 -0.20
C 1.8627 -1.8050 0.8620 -0.06
C 0.7143 -2.2259 1.5085 -0.08
C -0.5094 -2.1599 0.8640 -0.09
C -0.5787 -1.6663 -0.4269 -0.08
C 0.5715 -1.2409 -1.0684 -0.03
H 0.5091 -0.8560 -2.0762 0.12
H -1.5288 -1.6081 -0.9372 0.11
H -1.4034 -2.4967 1.3680 0.10
H 0.7758 -2.6112 2.5162 0.10
H 2.8144 -1.8701 1.3727 0.11
C 3.8887 -2.1393 -1.4940 -0.04
H 4.7789 -1.8560 -2.0480 0.08
H 4.1940 -2.6438 -0.5808 0.07
H 3.2977 -2.8294 -2.0908 0.08
H 2.7800 -0.4085 -2.1081 0.14
H 4.5566 2.0054 -0.7339 0.12
H 2.9280 1.6544 -1.3397 0.12
H 3.6887 1.8119 1.6214 0.15
H 1.5717 0.6007 1.3048 0.11
H 1.2597 2.2449 1.9396 0.14
H -0.6678 0.9745 1.9834 0.11
H -3.0240 0.4751 1.8245 0.11
H -6.3893 -0.1585 0.3867 0.12
H -5.1592 0.2346 1.5980 0.11
H -3.7035 -1.6054 0.6745 0.05
H -4.9574 -1.9802 -0.5083 0.08
H -5.2701 -2.2267 1.2105 0.08



# 2
113
Properties=species:S:1:pos:R:3:mulliken_spin:R:1 method="wB97M-V/def2-TZVPD" lumo_energy_ev="2.487 / 2.485" charge=-1 spin_multiplicity=3 gap_ha="0.183 / 0.262" relative_energy_kcal_mol=0.0
Ti 10.4972 12.9198 10.2320 0.70
C 10.4863 16.9308 15.9261 0.00
N 9.2836 16.1654 15.9198 0.00
C 9.0710 15.3735 17.1443 0.00
C 7.9305 14.5137 16.6281 0.00
N 8.2587 14.2892 15.2165 0.01
C 7.2307 13.6795 14.4127 0.00
C 8.9629 15.4531 14.7612 0.00
N 9.1886 15.9097 13.6069 0.00
C 9.0176 15.3417 12.2977 -0.05
C 10.0479 15.9732 11.4008 0.03
N 10.1493 15.3010 10.0690 -0.07
C 10.2118 16.0452 9.0313 0.05
N 10.4132 17.4369 8.9097 0.00
C 11.5582 18.0004 9.6085 0.00
C 10.4162 17.8579 7.5352 0.00
C 9.8410 16.6258 6.8215 0.00
N 10.1122 15.5259 7.7465 0.00
C 9.2551 14.3644 7.5702 0.00
H 10.8144 17.1840 14.9251 0.00
H 11.2350 16.3774 16.5051 0.00
H 10.2819 17.8824 16.4973 0.00
H 8.7996 16.0148 17.9686 0.00
H 9.9807 14.8542 17.3944 0.00
H 6.9913 15.0381 16.6580 0.00
H 7.9069 13.5092 17.1071 0.00
H 7.6142 13.3662 13.4237 0.01
H 6.3612 14.2922 14.2458 0.00
H 6.8965 12.7526 14.8789 0.00
H 8.0294 15.4276 11.9107 -0.02
H 9.2164 14.2788 12.3155 0.04
H 10.9540 15.7989 11.8873 0.00
H 9.8270 17.0063 11.2778 0.00
H 11.9413 17.3083 10.3961 0.00
H 11.3487 18.9189 10.1393 0.00
H 12.3948 18.2019 8.9383 0.00
H 11.4167 18.0054 7.1894 0.00
H 9.8601 18.7695 7.2801 0.00
H 10.2094 16.3882 5.8267 0.00
H 8.7622 16.7527 6.7763 0.00
H 8.4162 14.4189 8.2958 0.00
H 9.8702 13.5016 7.7567 0.01
H 8.8978 14.3209 6.5528 0.00
O 11.5650 13.5057 11.7395 0.10
C 10.8300 12.4894 12.2441 0.44
C 10.8495 12.2273 13.6101 0.02
C 11.6961 12.9553 14.4887 0.25
C 11.6163 12.8199 15.8419 -0.11
C 10.7222 11.9374 16.4160 0.28
C 9.9594 11.0811 15.5901 -0.12
C 9.9779 11.1868 14.2171 0.18
P 8.7120 10.3540 13.1637 0.02
C 7.9229 9.1648 14.3737 0.00
C 6.6711 9.4024 14.9543 0.00
C 6.0548 8.5179 15.7716 0.00
C 6.6890 7.3505 16.1489 0.00
C 7.9679 7.0647 15.6143 0.00
C 8.5755 7.9530 14.7227 0.00
C 9.6942 9.1117 12.2194 -0.05
C 11.0617 9.2040 12.1811 0.13
C 11.8282 8.2075 11.5570 0.03
C 11.1956 7.0789 11.0164 0.00
C 9.8222 7.0272 10.9541 0.01
C 9.0744 8.0287 11.5515 0.00
H 12.3720 13.6625 14.0638 0.02
H 12.2514 13.4701 16.4706 0.00
H 10.6102 11.9867 17.5130 0.02
H 9.2768 10.3669 16.0688 -0.01
H 6.2160 10.3500 14.6417 0.00
H 5.0653 8.7413 16.1302 0.00
H 6.1518 6.6647 16.8387 0.00
H 8.5576 6.2223 15.9358 0.00
H 9.5476 7.7698 14.2799 -0.01
H 11.5442 10.0860 12.6221 -0.05
H 12.9014 8.2871 11.6019 0.00
H 11.8085 6.2362 10.7104 0.00
H 9.2977 6.1628 10.5735 0.00
H 7.9874 7.9266 11.5340 0.00
C 7.9891 11.2471 9.1270 0.01
O 9.0922 12.0593 9.4131 0.04
H 7.8100 11.1095 8.0888 0.00
H 7.0950 11.6586 9.4897 0.00
H 8.1487 10.2615 9.6060 0.00
C 10.3549 11.5796 6.1985 0.00
C 11.6860 10.9657 6.6904 0.01
C 11.3380 9.9808 7.8142 -0.01
C 12.8476 11.9049 6.9755 0.02
C 13.8278 12.0532 5.9761 -0.02
C 14.9736 12.8149 6.1236 0.02
C 15.0959 13.5144 7.3481 -0.02
C 14.1916 13.4141 8.3990 0.02
C 14.5498 14.0727 9.7577 0.00
C 14.5792 13.0687 10.8624 0.01
C 13.7475 15.2764 10.1710 -0.01
C 13.0033 12.6681 8.1798 -0.02
O 12.0308 12.6637 9.0785 0.01
H 9.7571 10.8060 5.6517 0.00
H 10.5504 12.4346 5.5527 0.00
H 9.6290 11.9252 6.9022 0.00
H 12.0489 10.4371 5.7962 0.00
H 10.8857 10.3988 8.7157 0.01
H 12.2558 9.4676 8.1017 0.00
H 10.5704 9.2525 7.4908 0.00
H 13.6951 11.5876 4.9773 0.00
H 15.6237 12.9849 5.2960 0.00
H 16.0128 14.0683 7.4737 0.00
H 15.5859 14.4418 9.6247 0.00
H 13.6148 12.6913 11.0991 0.01
H 14.9847 13.4936 11.7516 0.00
H 15.1944 12.2154 10.5847 0.00
H 12.6902 15.0515 10.3948 0.02
H 13.7643 16.0365 9.4118 0.00
H 14.1774 15.6999 11.0923 0.00



# 3
12
Properties=species:S:1:pos:R:3:lowdin_charge:R:1 method="wB97M-V/def2-TZVPD" lumo_energy_ev=0.815 smiles=ClC1[C@H]2OCO[C@H]12 charge=0 gap_ha=0.381 relative_energy_kcal_mol=96.2
C 1.6011 -0.1312 0.5224 -0.54
C 0.3943 -0.6569 -0.2085 -0.30
C -1.6130 0.0730 -0.4600 -0.15
C 0.2823 0.6501 0.4656 -0.26
H 1.8422 -0.3847 1.6131 0.13
H 0.5851 -0.4451 -1.2535 0.14
H -2.4684 0.1988 0.2182 0.14
H -1.9146 0.0067 -1.5252 0.14
H -0.1053 0.5314 1.4765 0.15
O -0.9310 -1.1436 -0.0893 -0.04
O -0.7375 1.2320 -0.3327 -0.05
Cl 3.0649 0.0695 -0.4266 0.64



# 4
144
Properties=species:S:1:pos:R:3:lowdin_charge:R:1 method="wB97M-V/def2-TZVPD" lumo_energy_ev=-2.757 charge=+1 gap_ha=0.247
C 4.3473 -3.8314 1.8662 0.02
C 3.6893 -3.9261 0.3915 -0.41
O 2.7573 -4.7266 0.1778 0.06
O 4.0875 -3.1209 -0.6899 -0.05
C 3.9151 -1.7064 -0.3946 -0.18
C 3.1156 -0.8985 -1.5143 -0.12
C 2.0404 0.1282 -0.9492 -0.14
C 0.9107 -0.5925 -0.0406 -0.12
N 0.2343 0.3597 0.8861 -0.11
C -1.2739 0.2924 0.6215 -0.10
C -1.9379 -1.0885 1.0251 -0.34
C -3.2409 -0.7157 1.9060 -0.06
C -2.5200 -1.8677 -0.2687 -0.07
C 0.5521 0.3349 2.3377 -0.62
Cl 0.9732 -1.2413 3.1047 0.73
C 1.6806 1.3956 2.7952 -0.67
C 3.1345 1.0851 2.2397 -0.11
Cl 1.1354 3.1320 2.5435 0.63
H 5.1096 -4.6363 2.0613 0.10
H 4.8092 -2.7880 1.9196 0.08
H 3.4819 -3.8227 2.5902 0.08
H 4.9697 -1.2864 -0.2639 0.14
H 3.4255 -1.6325 0.6226 0.08
H 3.8829 -0.2822 -2.0871 0.12
H 2.6592 -1.6165 -2.2721 0.14
H 2.4806 1.0411 -0.4528 0.10
H 1.4848 0.5204 -1.8680 0.12
H 1.3479 -1.5309 0.3882 0.11
H 0.1316 -0.9323 -0.8013 0.13
H 0.4818 1.3165 0.5540 0.16
H -1.6982 1.1879 1.1916 0.14
H -1.4475 0.5487 -0.4770 0.15
H -1.2613 -1.8291 1.5354 0.11
H -4.0690 -0.3356 1.2276 0.09
H -3.5828 -1.5985 2.5142 0.10
H -2.9857 0.1683 2.5836 0.06
H -3.4233 -2.4931 0.0241 0.09
H -1.7257 -2.6214 -0.5947 0.08
H -2.7598 -1.1286 -1.0909 0.08
H -0.3856 0.7056 2.8748 0.10
H 1.7363 1.2600 3.9252 0.11
H 3.4074 1.7620 1.3782 0.08
H 3.8648 1.3524 3.0752 0.09
H 3.2799 -0.0134 2.0416 0.06
N 2.1387 -6.6292 4.0506 0.00
C 2.3673 -7.4219 5.1437 -0.14
C 3.0330 -8.5438 4.7200 -0.10
C 3.2190 -8.4218 3.3201 -0.10
C 2.6609 -7.2285 2.9341 -0.15
H 1.6621 -5.7448 4.0652 0.13
H 2.0351 -7.1206 6.1248 0.11
H 3.3520 -9.3619 5.3472 0.09
H 3.7082 -9.1287 2.6676 0.09
H 2.5871 -6.7551 1.9669 0.08
N 6.6283 4.9955 3.3357 0.01
C 6.5777 5.0831 4.7008 -0.13
C 5.3778 4.5622 5.1145 -0.11
C 4.6804 4.1392 3.9554 -0.14
C 5.4787 4.4171 2.8727 -0.15
H 7.3931 5.3079 2.7619 0.15
H 7.3971 5.5088 5.2580 0.11
H 5.0397 4.4921 6.1370 0.09
H 3.7030 3.6818 3.9176 0.05
H 5.3273 4.2549 1.8167 0.10
N -6.5227 -1.9434 -0.9899 -0.01
C -6.8151 -3.0954 -1.6700 -0.14
C -7.8202 -3.7416 -0.9950 -0.10
C -8.1510 -2.9478 0.1317 -0.11
C -7.3366 -1.8436 0.1077 -0.15
H -5.8208 -1.2747 -1.2552 0.13
H -6.2832 -3.3549 -2.5717 0.09
H -8.2688 -4.6806 -1.2805 0.09
H -8.9023 -3.1610 0.8765 0.09
H -7.2652 -0.9987 0.7748 0.10
N -0.1859 -7.2170 0.5021 0.01
C -0.3963 -8.4483 -0.0561 -0.13
C -1.7312 -8.7459 0.0646 -0.11
C -2.3507 -7.6504 0.7154 -0.12
C -1.3731 -6.7211 0.9708 -0.16
H 0.7028 -6.7484 0.5591 0.11
H 0.4196 -9.0057 -0.4885 0.11
H -2.2090 -9.6507 -0.2783 0.09
H -3.3955 -7.5528 0.9682 0.09
H -1.4193 -5.7531 1.4453 0.09
N 0.9271 6.9392 2.3834 0.00
C 1.3994 8.2097 2.5768 -0.13
C 0.8173 9.0245 1.6387 -0.10
C -0.0427 8.2171 0.8532 -0.11
C 0.0432 6.9359 1.3373 -0.15
H 1.1883 6.1345 2.9260 0.11
H 2.1076 8.4228 3.3619 0.11
H 0.9898 10.0841 1.5302 0.10
H -0.6567 8.5390 0.0264 0.07
H -0.4457 6.0248 1.0283 0.09
N -1.8156 9.4534 -2.6750 -0.01
C -1.3427 10.7238 -2.4807 -0.15
C -1.9246 11.5395 -3.4184 -0.11
C -2.7851 10.7327 -4.2045 -0.11
C -2.6995 9.4513 -3.7211 -0.15
H -1.5551 8.6480 -2.1336 0.12
H -0.6342 10.9363 -1.6954 0.10
H -1.7518 12.5991 -3.5264 0.09
H -3.3992 11.0547 -5.0315 0.09
H -3.1884 8.5409 -4.0305 0.10
N -0.8245 2.5008 5.4500 -0.01
C -0.8845 2.5804 6.8152 -0.13
C -2.0883 2.0567 7.2168 -0.09
C -2.7787 1.6403 6.0514 -0.10
C -1.9742 1.9243 4.9765 -0.16
H -0.0579 2.8147 4.8818 0.07
H -0.0690 3.0026 7.3810 0.11
H -2.4337 1.9805 8.2361 0.10
H -3.7556 1.1837 6.0050 0.10
H -2.1203 1.7683 3.9182 0.07
N -1.5180 -2.5689 -5.2316 0.02
C -2.1184 -1.5723 -5.9545 -0.14
C -2.0674 -0.4194 -5.2122 -0.10
C -1.4064 -0.7302 -3.9983 -0.13
C -1.0771 -2.0637 -4.0409 -0.15
H -1.4165 -3.5243 -5.5308 0.15
H -2.5298 -1.7701 -6.9321 0.11
H -2.4605 0.5405 -5.5099 0.10
H -1.1942 -0.0531 -3.1835 0.07
H -0.5691 -2.6941 -3.3272 0.10
N 7.3986 0.5030 -3.8259 0.00
C 7.2238 0.3845 -5.1790 -0.13
C 6.6548 -0.8408 -5.4273 -0.11
C 6.4749 -1.4831 -4.1770 -0.12
C 6.9392 -0.6292 -3.2082 -0.16
H 7.8005 1.2978 -3.3593 0.14
H 7.5199 1.1785 -5.8462 0.11
H 6.3967 -1.2308 -6.3997 0.09
H 6.0524 -2.4615 -4.0047 0.09
H 6.9850 -0.7293 -2.1346 0.10
N -5.6640 -1.8442 -6.6796 0.00
C -6.1111 -0.9067 -7.5718 -0.14
C -7.4546 -0.7250 -7.3567 -0.11
C -7.8314 -1.5806 -6.2914 -0.11
C -6.7056 -2.2564 -5.8922 -0.14
H -4.7184 -2.1774 -6.6125 0.11
H -5.4371 -0.4524 -8.2812 0.10
H -8.0951 -0.0507 -7.9040 0.09
H -8.8165 -1.6891 -5.8644 0.09
H -6.5560 -2.9937 -5.1192 0.09